No. 1
An isolated molecule of C2H2Cl2OS. Source: OMol25; level of theory: the ωB97M-V functional and the def2-TZVPD basis.

Output
- SMILES: O=CC(S)(Cl)Cl
- LUMO energy: 0.2 eV
- Relative energy (zero: lowest compared OMol25 entry of this formula, charge and spin): 113.7 kJ/mol
- HOMO energy: -0.361 Eh

```
! wB97M-V def2-TZVPD RIJCOSX def2/J DEFGRID3
* xyz 0 1
Cl -1.5011 1.7429 0.3098
Cl -1.6649 -0.8698 -0.9839
S -0.4748 -0.6509 1.6912
O 1.7098 -0.3102 -0.1700
C 0.8465 0.2464 -0.7226
C -0.6359 0.1363 0.1494
H 0.7358 -0.9760 1.4047
H 0.9845 0.6814 -1.6786
*
```


No. 2
A structure of composition C22H16IrN4O6S2Se2. Source: OMol25; level of theory: the ωB97M-V functional and the def2-TZVPD basis.

Output
- LUMO energy: -3.7 eV
- Relative energy (zero: lowest compared OMol25 entry of this formula, charge and spin): 0.0 kJ/mol
- HOMO energy: -0.436 Eh

```
! wB97M-V def2-TZVPD RIJCOSX def2/J DEFGRID3
* xyz 1 1
Ir -0.1685 -0.1981 -0.1805
Se 2.3106 0.2246 2.7354
Se 2.7367 -1.4256 1.1823
S 0.3456 -1.3165 -2.8143
S -1.7971 -2.5682 -0.4078
O 0.9657 -1.0120 -4.0610
O -0.3056 -0.0631 -2.2175
O -0.4756 -2.7216 0.1772
O -2.8985 -3.2262 0.2134
O -2.0265 -1.0487 -0.4399
O 1.1585 -1.8722 -1.7469
N -0.4313 -0.2738 1.9613
N 1.7634 0.5668 -0.5225
N 0.5275 5.7907 1.6914
N -0.9802 1.6254 -0.0549
C 2.8632 -0.1422 -0.2225
C -1.3204 -0.0228 4.6120
C -0.8513 3.9077 0.5820
C 0.0075 0.1490 4.2810
C -2.0568 -3.8419 -4.7756
C -1.7218 -0.4792 2.3132
C 3.0343 1.7510 -2.1705
C 4.1541 0.9961 -1.8745
C -2.8044 3.0782 -0.5041
C -1.1214 -2.8707 -4.4357
C 4.0662 0.0412 -0.8751
C -0.3067 2.6371 0.5050
C -2.8385 -4.4188 -3.7964
C -2.2103 1.8315 -0.5520
C -2.1973 -0.3695 3.6009
C 0.4223 0.0091 2.9619
C -2.1230 4.1379 0.0644
C -2.7075 -4.0126 -2.4730
C -0.0847 4.9546 1.1986
C -0.9707 -2.4714 -3.1194
C 1.8632 1.4971 -1.4881
C -1.7823 -3.0439 -2.1240
H 0.9584 2.0261 -1.7437
H -0.4869 -2.4268 -5.1889
H -3.2442 -0.5577 3.7889
H -3.5615 -5.1820 -4.0497
H -2.5588 5.1263 0.1132
H 0.6682 2.4132 0.9159
H -2.1594 -4.1443 -5.8088
H 3.0444 2.5089 -2.9397
H -2.4015 -0.7245 1.5164
H -1.6526 0.0829 5.6359
H 4.9186 -0.5579 -0.5905
H -2.6943 0.9731 -0.9955
H -3.7944 3.2055 -0.9167
H 5.0831 1.1490 -2.4066
H 0.7477 0.3598 5.0404
H -3.3319 -4.4388 -1.7015
*
```


No. 3
A cluster of 3 separate species, C19H46BrFINO9P3 in total. Source: OMol25; level of theory: the ωB97M-V functional and the def2-TZVPD basis.

Output
- LUMO energy: 2.4 eV
- HOMO energy: -0.154 Eh

```
! wB97M-V def2-TZVPD RIJCOSX def2/J DEFGRID3
* xyz -1 1
I -2.5717 -0.3922 7.0482
Br -3.9670 -0.8108 0.6180
P -1.3270 -0.6432 -1.4704
P -1.4885 -1.1487 0.8147
P 0.7334 -1.7141 1.0158
F -3.4014 -3.0030 2.9608
O -2.4616 0.4406 -1.8857
O -3.5459 0.0480 -5.2644
O -0.0115 0.3257 -1.5813
O 1.0179 -2.3685 -0.4974
O 0.8474 0.1479 4.4888
O -1.7178 -1.5800 2.4681
O 4.2553 2.1483 -0.8592
O -0.9379 0.8641 2.6751
O -1.7965 -2.7509 0.3734
N -1.2920 -1.8574 -2.4462
C -0.0237 1.8804 2.9697
C 2.2745 -0.7077 6.2820
C -2.6895 -1.9775 5.6016
C 2.0877 -0.4654 4.7740
C -1.4816 0.3632 -6.5583
C 5.5450 1.7730 -1.2974
C -4.2293 1.1753 -5.7767
C -5.0828 0.8749 -6.9979
C 3.2707 2.5287 -3.0813
C 0.8301 1.5270 4.2124
C -2.0118 -2.8819 2.7092
C 6.5298 2.9282 -1.3834
C -1.3096 0.6813 1.3185
C 1.7426 -0.1843 0.8461
C -2.6103 -0.5627 -6.1352
C 3.5515 3.0573 -1.6846
C -1.7133 -3.6659 1.4330
C -1.2992 -3.3749 3.9584
C -1.3018 -2.3761 5.1263
H -3.3188 -1.5885 4.8050
H 0.4311 2.0612 5.0852
H 5.8872 1.0476 -0.5586
H -2.1961 -1.3963 -5.5686
H -0.5748 1.1453 0.6526
H 1.3318 0.5717 0.1782
H 7.5299 2.5464 -1.5950
H -3.5271 1.9888 -5.9944
H 2.6088 3.2171 -3.6091
H -4.8618 1.5117 -4.9551
H -1.0113 0.8034 -5.6780
H 3.0940 -0.1202 6.7063
H -1.7200 -4.3438 4.2533
H -0.7349 -1.4852 4.8390
H 1.8577 1.8875 4.0529
H 2.7836 1.5541 -3.0231
H 2.6105 3.2280 -1.1611
H -5.7554 0.0409 -6.7930
H 2.9093 0.1480 4.3769
H 1.9270 0.2423 1.8300
H -1.8268 1.1709 -7.2064
H -0.2308 1.0356 -2.1899
H -0.2500 -3.5403 3.6864
H 5.4919 1.2494 -2.2596
H 4.1803 2.4254 -3.6754
H 0.6191 2.0929 2.1034
H -3.2091 -2.7802 6.1277
H -2.0369 -1.8637 -3.1339
H 2.4860 -1.7622 6.4899
H -2.2856 1.1475 1.1412
H 1.7838 -1.9671 -0.9079
H 6.5577 3.4735 -0.4389
H -2.9861 0.0609 -2.5997
H -3.1090 -0.9841 -7.0163
H -0.7279 -0.2032 -7.1067
H 2.1006 -1.4101 4.2192
H -2.4513 -4.4595 1.2908
H 1.3469 -0.4512 6.8017
H -0.5717 2.8090 3.2060
H -4.4786 0.6207 -7.8702
H -5.6812 1.7507 -7.2535
H 6.2704 3.6313 -2.1762
H -0.7634 -2.8415 5.9635
H -0.7073 -4.1030 1.4836
H 4.0736 4.0211 -1.7350
H 2.7204 -0.4813 0.4381
*
```


No. 4
An isolated molecule of C16H13BrO2. Source: OMol25; level of theory: the ωB97M-V functional and the def2-TZVPD basis.

Output
- SMILES: O=C1O/C(=C/Br)CC[C@@H]1c1cccc2ccccc12
- LUMO energy: 0.1 eV
- Relative energy (zero: lowest compared OMol25 entry of this formula, charge and spin): 0.0 kJ/mol
- HOMO energy: -0.303 Eh

```
! wB97M-V def2-TZVPD RIJCOSX def2/J DEFGRID3
* xyz 0 1
Br 2.4410 4.2835 -1.8154
O 3.1008 -1.2991 1.3014
O 3.2476 0.7981 0.3258
C -3.7534 -1.9572 -0.2375
C 1.3696 -0.8153 -0.2317
C -1.1797 -0.9055 0.2899
C -2.6779 -2.2573 -1.0794
C -2.2793 -0.5312 1.1030
C 1.4305 -0.1720 -1.6462
C 2.6619 -0.4337 0.5193
C 1.5649 1.3218 -1.4672
C -3.5473 -1.0726 0.8359
C -1.4225 -1.7278 -0.8079
C -0.8481 0.8914 2.4170
C 3.2200 2.9622 -0.7022
C -2.0963 0.2925 2.2149
C 2.7125 1.6927 -0.5941
C 0.2355 0.5386 1.6405
C 0.1281 -0.3791 0.5503
H 0.6459 1.7286 -1.0650
H 4.0768 3.2324 -0.0633
H -2.8232 -2.9304 -1.9445
H 1.4081 -1.9121 -0.3743
H -0.5967 -2.0621 -1.4713
H 1.6874 1.7764 -2.4683
H 2.3027 -0.5772 -2.1896
H -0.6416 1.5746 3.2371
H 1.1920 1.0149 1.9602
H -2.9061 0.4671 2.9525
H 0.5201 -0.3957 -2.2373
H -4.4256 -0.8136 1.4586
H -4.7475 -2.3328 -0.4113
*
```


No. 5
A structure of composition C22H22CrN2O6S4. Source: OMol25; level of theory: the ωB97M-V functional and the def2-TZVPD basis.

Output
- LUMO energy (alpha / beta): 2.1 / 2.5 eV
- Relative energy (zero: lowest compared OMol25 entry of this formula, charge and spin): 0.0 kJ/mol
- HOMO energy (alpha / beta): -0.187 / -0.189 Eh

```
! wB97M-V def2-TZVPD RIJCOSX def2/J DEFGRID3
* xyz -1 2
Cr 0.7417 0.2839 -0.1315
S -1.0863 2.1107 -2.0134
S -0.4041 -0.1067 1.8213
S 1.8599 2.0483 0.8593
S 2.1679 1.2355 -2.9651
O -1.0529 1.2658 -3.1749
O -0.8372 1.3429 -0.7402
O 1.5404 0.3202 -1.9454
O 3.6007 1.2506 -2.7968
O 1.6822 0.9329 -4.2796
O -2.2431 2.9496 -1.8429
N -0.0019 -1.7105 -0.7337
N 2.4767 -0.8320 0.5231
C 2.6100 3.8488 -2.5026
C -1.4142 -3.5894 0.0263
C 2.8165 -0.3333 1.8507
C 3.6865 -0.6193 -0.3217
C 3.5922 0.7239 4.2809
C 1.6180 2.8768 -2.4893
C -1.8754 -2.3355 2.4383
C 3.3809 -1.1555 2.8088
C -0.6652 -1.6621 -2.0580
C 3.0338 1.5440 3.3107
C 2.0778 -2.2533 0.4565
C -0.8631 -2.3362 0.2713
C 0.3204 3.2266 -2.1012
C 1.0550 5.4998 -1.7374
C -2.2022 -4.2153 0.9772
C 0.0583 4.5369 -1.7213
C 2.6269 1.0351 2.0797
C 3.7626 -0.6303 4.0378
C -1.0794 -1.6881 1.4839
C -2.4299 -3.5763 2.1915
C 1.2706 -2.4709 -0.8131
C 2.3342 5.1564 -2.1367
H -2.0521 -1.8375 3.3834
H 4.5200 -1.1648 0.1310
H -2.6361 -5.1851 0.7716
H -1.6023 -1.1221 -1.9537
H -3.0440 -4.0490 2.9483
H 2.9597 -2.9040 0.4592
H 1.8097 -2.1032 -1.6851
H 3.8820 1.1455 5.2355
H 2.8791 2.5977 3.5068
H -0.0308 -1.1126 -2.7473
H 3.1242 5.8967 -2.1520
H 0.8284 6.5138 -1.4325
H -1.2315 -4.0809 -0.9207
H 3.6110 3.5548 -2.7839
H 3.5194 -2.2103 2.6070
H -0.9479 4.7877 -1.4186
H 1.0697 -3.5379 -0.9591
H 3.5057 -0.9659 -1.3327
H -0.8571 -2.6683 -2.4417
H 1.4755 -2.4870 1.3347
H 3.9039 0.4436 -0.3714
H 4.1876 -1.2779 4.7940
*
```


No. 6
A structure of composition C22H37O2SiZr. Source: OMol25; level of theory: the ωB97M-V functional and the def2-TZVPD basis.

Output
- LUMO energy: -3.1 eV
- HOMO energy: -0.383 Eh

```
! wB97M-V def2-TZVPD RIJCOSX def2/J DEFGRID3
* xyz 1 1
Zr 1.1817 0.7793 -0.4593
Si -1.1573 2.1645 0.0239
O 1.0088 -1.1850 -0.9816
O -2.7395 -2.1158 0.9795
C 1.1943 2.4570 1.6978
C -1.0744 4.0379 -0.2707
C -3.8079 -1.9915 3.1732
C 2.6838 0.7668 -2.3328
C -4.0182 -1.9898 1.6355
C 1.8561 2.7880 -1.5922
C -1.7103 -2.0575 2.0118
C 1.6851 -2.4462 -1.5926
C 3.1623 1.4794 1.0055
C -2.3656 1.5455 -1.2734
C -2.3023 -2.2347 3.4028
C -2.0888 2.0820 1.6645
C 3.0053 1.9325 -1.6024
C 0.8006 2.1254 -2.3066
C 2.4748 2.7211 1.1536
C -0.3447 -2.0322 -1.1239
C 2.8288 -2.9458 -0.7162
C 1.3546 0.9147 -2.8673
C 0.3902 -3.2906 -1.5393
C 1.9833 -2.2491 -3.0624
C 2.3331 0.4297 1.5356
C 1.0630 1.0338 1.8914
H -0.2403 4.4882 0.2702
H -2.1967 2.0641 -2.2195
H 2.6588 -1.4386 -3.3127
H -1.0063 4.3018 -1.3270
H 2.4343 -3.1557 -3.4773
H -1.5795 2.6383 2.4565
H -2.3028 1.0654 2.0068
H 3.2717 -3.8531 -1.1586
H 0.4583 3.2070 2.0048
H -1.2595 -1.0488 1.8945
H -1.8184 -1.5568 4.1041
H -3.0398 2.5869 1.4570
H -4.6848 -2.8333 1.3405
H 0.4472 -4.1079 -0.8099
H -0.8567 -2.0048 -0.1556
H 0.8376 0.2754 -3.5715
H 2.8459 3.7160 0.9106
H 3.6172 -2.1937 -0.5909
H -0.9250 -1.5431 -1.9163
H 1.7975 3.7851 -1.1777
H 2.6385 -0.6051 1.7596
H 3.3978 -0.0562 -2.4375
H 2.4336 -3.1967 0.2764
H 4.0032 2.1265 -1.2321
H 0.1292 -3.6491 -2.5518
H -3.3423 1.8507 -0.8697
H 4.2134 1.3548 0.7309
H -4.0987 -1.0056 3.5651
H -0.1814 2.5385 -2.5200
H 1.0411 -2.0760 -3.5942
H -2.1627 -3.2524 3.7747
H -2.0074 4.4607 0.1179
H -4.4892 -1.0338 1.3471
H -0.9074 -2.7870 1.8153
H -4.4280 -2.7603 3.6434
H -2.3480 0.4588 -1.4319
H 0.2525 0.5203 2.4245
*
```


No. 7
An isolated molecule of Br2H2NOP. Source: OMol25; level of theory: the ωB97M-V functional and the def2-TZVPD basis.

Output
- SMILES: NP(=O)(Br)Br
- LUMO energy: -1.1 eV
- Relative energy (zero: lowest compared OMol25 entry of this formula, charge and spin): 49.9 kJ/mol
- HOMO energy: -0.394 Eh

```
! wB97M-V def2-TZVPD RIJCOSX def2/J DEFGRID3
* xyz 0 1
Br 0.5345 2.2256 -0.7329
Br -2.4001 0.1089 -0.9594
P -0.3668 0.3547 0.2470
O -0.6782 0.5289 1.6403
N 0.7224 -0.8681 0.0046
H 1.1340 -1.4890 0.7485
H 1.0542 -0.8609 -0.9481
*
```


The records above yield maximum force values of 4.234 0.352 1.313 4.154 0.517 4.332 2.035 eV Å⁻¹, respectively.